Density functional theory data (the ωB97M-V functional and the def2-TZVPD basis) for C39H86AsF6N11O3 as an isolated structure.

Positions of all 146 atoms, in Å:
As  -0.74  -0.01  0.21
F  0.76  -0.15  -0.69
F  -0.06  0.94  1.50
F  -2.28  -0.02  1.12
F  -1.60  -0.89  -1.04
F  -0.36  -1.51  1.00
F  -1.15  1.48  -0.65
C  -5.37  -3.98  -1.05
N  -6.15  -3.65  0.16
C  -6.94  -2.39  -0.11
C  -7.18  -4.73  0.40
C  -5.38  -3.56  1.46
C  -4.21  -2.60  1.51
O  -4.65  -1.26  1.33
H  -6.04  -4.14  -1.90
H  -4.66  -4.77  -0.82
H  -4.84  -3.07  -1.33
H  -7.56  -2.24  0.77
H  -7.60  -2.57  -0.96
H  -6.30  -1.53  -0.26
H  -7.78  -4.52  1.29
H  -6.68  -5.69  0.55
H  -7.75  -4.93  -0.50
H  -5.07  -4.59  1.66
H  -6.04  -3.23  2.26
H  -3.48  -2.85  0.73
H  -3.71  -2.65  2.48
H  -3.87  -0.68  1.26
C  2.27  2.84  5.68
N  1.90  3.50  4.37
C  2.94  4.53  4.07
C  1.75  2.46  3.31
C  0.59  4.29  4.57
C  -0.69  3.50  4.74
O  -0.60  2.89  6.03
H  1.74  1.90  5.83
H  2.04  3.46  6.54
H  3.35  2.66  5.69
H  3.92  4.06  4.03
H  2.90  5.37  4.77
H  2.68  4.86  3.07
H  1.42  2.90  2.38
H  1.03  1.72  3.65
H  2.73  1.99  3.26
H  0.53  4.91  3.67
H  0.76  5.00  5.38
H  -0.92  2.70  4.04
H  -1.44  4.30  4.66
H  -1.39  2.36  6.18
C  0.56  0.42  -4.08
N  1.19  1.79  -4.12
C  1.85  2.01  -2.78
C  2.27  1.87  -5.16
C  0.14  2.88  -4.38
C  0.72  4.28  -4.41
O  1.48  4.60  -5.54
H  0.08  0.38  -5.05
H  -0.12  0.46  -3.23
H  1.30  -0.36  -3.93
H  2.53  2.86  -2.77
H  2.49  1.15  -2.55
H  1.07  2.12  -2.03
H  2.93  2.71  -4.94
H  1.83  1.83  -6.15
H  3.03  1.07  -5.08
H  -0.58  2.73  -3.57
H  -0.32  2.56  -5.32
H  1.35  4.47  -3.54
H  -0.10  5.01  -4.32
H  0.97  5.07  -6.22
C  3.83  -2.15  0.97
C  4.37  -1.25  -0.14
N  5.26  -0.16  0.35
C  5.09  1.19  0.10
C  6.12  1.84  0.72
N  6.86  0.90  1.38
C  6.29  -0.29  1.17
C  7.93  1.20  2.36
H  3.05  -1.63  1.54
H  4.62  -2.39  1.68
H  3.45  -3.06  0.53
H  3.54  -0.80  -0.68
H  5.09  -1.84  -0.70
H  4.34  1.61  -0.55
H  6.43  2.88  0.67
H  6.57  -1.19  1.70
H  8.85  1.18  1.79
H  8.02  0.35  3.04
H  7.72  2.07  2.96
C  -0.58  -1.52  4.22
C  0.96  -1.37  4.34
N  1.58  -2.68  4.24
C  1.44  -3.53  3.18
C  2.03  -4.71  3.44
N  2.57  -4.57  4.71
C  2.27  -3.37  5.18
C  3.35  -5.62  5.41
H  -0.87  -1.99  5.16
H  -0.93  -2.07  3.35
H  -0.98  -0.52  4.07
H  1.23  -0.83  5.24
H  1.34  -0.79  3.49
H  0.88  -3.19  2.32
H  2.20  -5.58  2.84
H  2.51  -3.01  6.17
H  3.49  -5.40  6.46
H  4.36  -5.66  4.99
H  2.88  -6.57  5.14
C  3.80  -2.30  -3.40
C  3.00  -3.58  -3.17
N  1.58  -3.50  -3.48
C  0.56  -3.05  -2.65
C  -0.56  -3.07  -3.41
N  -0.26  -3.70  -4.61
C  1.06  -3.87  -4.66
C  -1.21  -3.86  -5.71
H  4.73  -2.38  -2.86
H  3.29  -1.35  -3.30
H  4.06  -2.27  -4.47
H  3.10  -3.80  -2.10
H  3.50  -4.49  -3.50
H  0.82  -2.76  -1.65
H  -1.57  -2.79  -3.17
H  1.69  -4.13  -5.50
H  -0.64  -3.98  -6.63
H  -1.83  -2.97  -5.83
H  -1.83  -4.73  -5.52
C  -5.37  2.04  -0.41
C  -4.82  2.03  -1.84
N  -4.37  3.35  -2.26
C  -3.25  4.00  -1.82
C  -3.17  5.20  -2.48
N  -4.27  5.24  -3.32
C  -4.95  4.11  -3.20
C  -4.61  6.42  -4.09
H  -6.33  2.55  -0.33
H  -4.62  2.49  0.24
H  -5.53  1.03  -0.03
H  -5.62  1.60  -2.44
H  -4.04  1.28  -1.94
H  -2.52  3.55  -1.16
H  -2.41  5.96  -2.59
H  -5.85  3.78  -3.69
H  -5.18  6.14  -4.98
H  -3.73  6.89  -4.51
H  -5.26  7.13  -3.57

Its spin multiplicity is 1. Its frontier orbital gap is 10.12 eV. The value obtained for the energy relative to the best compared isomer or geometry (same formula, charge and spin) is 36.8 kcal/mol. For the total energy, the calculation gives -141457.925 eV. Its LUMO energy is -11.41 eV. For the max |F|, the calculation gives 0.0460 Eh/bohr. As for the net charge: +6.

Atomic partial charges in e from the Mulliken method, atoms 1 to 4: number 1, As, carries 2.089; number 2, F, carries -0.437; number 3, F, carries -0.287; number 4, F, carries -0.726